# 1
{"formula": "C14H22F4NO", "method": "the ωB97M-V functional and the def2-TZVPD basis", "energy_ha": -1075.93788, "lumo_ev": [-0.029, -0.126], "max_force_ev_per_a": 2.4, "homo_energy_ev": [-8.4, -8.3], "mol_weight_g_mol": 296.3, "homo_lumo_gap_ev": [8.35, 8.19], "multiplicity": 2, "de_lowest_ev": 0.000, "species": ["H", "C", "C", "F", "C", "O", "N", "H", "H", "H", "H", "H", "H", "F", "C", "H", "H", "C", "H", "C", "C", "C", "H", "C", "H", "F", "H", "H", "H", "H", "C", "H", "C", "H", "C", "C", "C", "H", "F", "H", "H", "H"], "coordinates": [[0.62009, -1.46303, 4.21473], [-0.51351, 0.28594, 1.68132], [-0.55218, -1.00680, -0.58609], [-2.90435, 0.42663, -1.15073], [-0.57301, -1.00795, 2.45705], [2.59432, 0.18213, -2.01865], [1.34634, 0.20606, -1.72888], [-1.18321, 0.99031, 2.19662], [1.45550, -2.47385, 0.41369], [2.83691, -1.63929, -0.25342], [2.62935, 1.07828, 0.40579], [2.00456, -2.26621, -2.47987], [2.75470, 2.55457, -0.48640], [-4.30263, -1.20382, -0.06026], [-0.98154, 0.24414, 0.21695], [0.71387, 3.48717, -1.65070], [2.07154, 2.68918, -2.46885], [0.91037, -1.02853, -1.05976], [-2.66317, -1.79865, 0.81270], [-0.24445, -0.95144, 3.82006], [2.04487, 1.90400, 0.01564], [1.81538, -1.49977, 0.09122], [0.36846, 2.33250, -2.94073], [-0.45009, 1.51562, -0.49709], [-0.69194, -1.92878, -0.03295], [-3.76667, -0.61186, 1.94515], [-1.17033, -1.11827, -1.47743], [-1.09509, 1.86082, -1.30073], [0.36955, -1.83661, -2.96570], [-0.45699, 2.31389, 0.24173], [0.98797, -2.14737, -2.12383], [1.83183, -0.84544, 0.95708], [-2.50884, 0.32328, 0.12498], [0.55715, -3.05733, -1.71473], [1.05154, 2.56803, -2.12746], [-3.25988, -0.89450, 0.74155], [0.98940, 1.46165, -1.04135], [-0.85613, -0.33661, 4.46536], [-2.95890, 1.44206, 0.72782], [-0.89672, -1.95135, 2.04327], [0.48390, 0.68679, 1.80327], [1.59202, 2.51442, 0.78963]], "atomic_forces_ev_per_a": [[-0.899, -1.478, 0.585], [-2.321, -0.477, 0.336], [0.311, 0.623, -0.368], [-0.021, -0.088, -0.847], [0.571, 0.560, 2.228], [-0.060, -0.092, -0.871], [0.639, 0.123, 2.197], [0.225, 0.282, 0.053], [-0.085, -0.053, 0.090], [0.080, 0.130, -0.095], [-0.127, -0.058, 0.328], [0.112, -0.237, 0.091], [0.220, -0.036, 0.002], [-0.388, -0.090, -0.222], [0.379, 0.170, -0.943], [0.070, 0.209, -0.106], [0.052, -0.014, -0.261], [-0.312, -1.985, -0.200], [0.296, 0.028, 0.074], [-0.694, -0.168, -1.891], [0.131, -0.273, -0.595], [0.275, 0.307, -0.072], [0.085, 0.014, -0.176], [0.267, -0.383, 0.252], [-0.018, -0.065, 0.189], [0.107, 0.331, 0.624], [-0.176, 0.294, -0.024], [-0.232, -0.377, -0.066], [-0.004, -0.103, -0.167], [-0.080, 0.180, -0.025], [-0.442, 0.789, -0.053], [-0.061, 0.068, 0.066], [0.136, -0.405, 0.813], [0.244, -0.219, -0.017], [-0.389, -0.320, 0.558], [-0.256, -0.352, -0.586], [-0.153, 1.840, -0.541], [1.066, 1.474, -0.004], [-0.170, 0.542, 0.446], [1.589, -0.467, -0.731], [0.140, -0.034, -0.333], [-0.106, -0.191, 0.262]], "lowdin_charge": [0.05, -0.12, -0.06, 0.12, -0.14, 0.01, -0.11, 0.14, 0.09, 0.09, 0.07, 0.08, 0.08, 0.09, -0.30, 0.09, 0.08, -0.47, 0.15, 0.02, -0.01, -0.02, 0.09, -0.05, 0.10, 0.11, 0.13, 0.12, 0.09, 0.13, -0.02, 0.06, -0.45, 0.09, -0.03, -0.30, -0.45, 0.05, 0.13, 0.09, 0.10, 0.08]}


# 2
{"formula": "C14H22F8IN4O4S", "method": "the ωB97M-V functional and the def2-TZVPD basis", "energy_ha": -2561.11256, "lumo_ev": -4.227, "max_force_ev_per_a": 4.2, "homo_energy_ev": -12.2, "mol_weight_g_mol": 621.3, "homo_lumo_gap_ev": 7.97, "total_charge": 1, "species": ["O", "H", "F", "H", "C", "N", "H", "C", "C", "H", "C", "H", "C", "H", "O", "C", "N", "F", "H", "H", "C", "H", "H", "C", "I", "H", "C", "F", "H", "H", "H", "C", "H", "H", "H", "C", "C", "F", "C", "H", "N", "F", "F", "N", "F", "H", "O", "H", "H", "S", "O", "C", "H", "F"], "coordinates": [[-2.42861, 0.94714, -1.06371], [0.34012, -5.73009, 2.00793], [-3.66534, -1.54553, -1.80023], [1.16925, -1.64786, 1.45121], [2.50482, -0.22037, 0.94961], [-0.98853, -0.75771, 0.30566], [-0.46846, -5.03344, 3.48032], [2.72557, 0.71652, -0.25919], [-3.94797, -0.73321, 0.48853], [4.02849, 8.11353, -3.13445], [3.08941, 6.92639, -1.59047], [3.18843, -1.15085, -1.25699], [4.03993, 8.01547, -2.04799], [-1.13590, -6.03852, 0.36103], [3.11680, 6.79369, -0.16824], [-1.07502, -4.94719, 0.30017], [0.38113, 1.13957, 0.56829], [-4.83266, 0.14141, 0.85870], [1.09869, 1.63972, -1.37657], [-1.86392, -4.64061, -0.39890], [-1.08808, -2.22433, 0.19027], [3.51896, 0.31349, -2.23379], [1.81003, -0.28824, -1.95857], [-1.03732, -2.92364, 1.56909], [1.86647, 3.66643, 0.21633], [-0.10000, -4.71907, -0.17410], [-4.50839, -1.49660, -0.77650], [-5.68560, -3.43805, -1.42091], [0.76179, -4.09455, 2.50950], [2.06494, 7.14959, -1.90552], [-0.33151, -2.58752, -0.51726], [0.19315, -0.24307, 0.49541], [-2.04773, -2.49056, -0.27538], [3.37767, 5.96458, -2.01441], [3.76604, 8.97720, -1.60778], [-5.06964, -2.89716, -0.39553], [2.81422, -0.15963, -1.54192], [-4.09850, -3.73737, -0.02358], [1.43514, 1.61334, -0.33708], [2.85235, 7.64031, 0.20882], [1.29209, -1.05055, 0.62646], [3.85315, 1.44981, -0.03019], [-5.94387, -2.80513, 0.57844], [-1.18206, -4.30559, 1.62462], [-3.72002, -1.51637, 1.53949], [5.05786, 7.79309, -1.72536], [-0.90848, -2.24776, 2.53497], [0.52705, 1.41921, 1.53763], [2.31470, 0.30567, 1.89503], [-2.39152, 0.27680, 0.18462], [-2.37739, 1.24515, 1.21715], [-0.04977, -4.83109, 2.49346], [3.33006, -0.93631, 1.03475], [-5.57202, -0.81009, -1.19286]], "atomic_forces_ev_per_a": [[0.081, -1.763, -1.600], [-0.228, 0.031, 0.382], [0.860, -0.491, 0.108], [-0.361, -0.681, -0.674], [0.033, -0.419, -0.645], [-0.610, -1.500, -0.061], [0.515, 0.007, -0.059], [-1.248, -0.787, 0.199], [0.366, -0.964, -0.239], [-0.005, 0.041, 0.020], [-0.014, 0.408, 0.094], [0.074, 0.217, -0.318], [0.076, -0.026, 0.007], [-0.108, 0.310, 0.344], [-0.089, -0.315, 0.047], [0.031, -0.188, -0.757], [-0.704, -0.423, -0.943], [-0.312, 1.055, 0.018], [-0.350, 0.069, 0.387], [0.112, -0.008, 0.384], [-1.053, -0.478, -0.514], [-0.387, -0.117, -0.080], [0.380, 0.064, -0.245], [-1.051, -0.979, -1.283], [-0.163, -0.378, -0.258], [-0.279, -0.163, 0.129], [-1.219, 0.134, 0.420], [-0.041, 0.028, -0.843], [-0.178, -0.193, 0.364], [0.027, -0.064, -0.145], [0.003, 0.229, 0.326], [1.224, 0.673, 0.710], [0.308, 0.256, 0.074], [-0.024, -0.051, 0.147], [-0.067, 0.008, -0.090], [0.032, -0.680, -0.245], [0.519, 0.301, 0.876], [0.558, 0.070, 0.133], [1.181, 0.837, 0.235], [0.041, -0.077, 0.007], [-0.144, 1.104, 1.357], [0.216, -0.259, -0.222], [-0.181, 0.488, 0.712], [1.918, 0.275, -1.146], [0.439, -0.672, -0.012], [-0.019, -0.058, -0.050], [0.735, 1.312, 1.643], [-0.171, 0.183, -0.113], [0.458, 0.010, -0.238], [-0.125, 4.188, -0.186], [0.227, -1.162, 1.949], [-0.906, -0.083, -0.131], [-0.078, 0.383, 0.133], [-0.300, 0.300, -0.109]], "lowdin_charge": [-0.20, 0.09, 0.17, 0.15, -0.06, -0.02, 0.10, -0.54, -0.48, 0.08, -0.34, 0.09, -0.09, 0.10, -0.15, -0.08, 0.00, 0.20, 0.09, 0.08, -0.05, 0.11, 0.08, -0.50, 1.04, 0.10, -0.38, 0.22, 0.09, 0.11, 0.14, -0.31, 0.11, 0.10, 0.08, -0.58, 0.02, 0.17, -0.63, 0.08, 0.13, -0.02, 0.23, -0.09, 0.16, 0.08, 0.13, 0.13, 0.14, 0.79, -0.21, 0.00, 0.15, 0.19]}